1.
Below is a gas-phase ion, C8H15N3O3PS (charge +1), with properties calculated with wB97M-V/def2-TZVPD.

XYZ file:
```
31
Properties=species:S:1:pos:R:3:forces:R:3
C -1.88276 -3.30560 0.16882 -0.17 0.09 -0.06
C -1.59212 -2.57468 -1.12546 0.01 -0.07 0.13
O -2.43477 -2.05240 -1.80248 0.32 -0.16 0.24
O -0.28229 -2.55415 -1.52309 -0.31 0.19 -0.25
C 0.68298 -2.11772 -0.56900 0.09 -0.08 0.12
C 1.56198 -1.04309 -1.22367 0.09 -0.19 0.12
C 1.98212 0.05785 -0.23555 0.10 0.06 -0.04
C 1.34358 1.43966 -0.56583 0.09 0.16 0.09
C 0.53502 1.98143 0.55445 -0.21 -0.25 -0.36
N 0.96039 2.67581 1.59373 0.13 0.12 0.35
S 2.58308 3.10920 1.95215 0.01 -0.03 -0.05
N -0.05891 2.98408 2.46219 0.19 0.06 -0.06
C -1.09866 2.47167 1.90938 -0.44 -0.05 0.07
N -0.79492 1.81775 0.73105 0.30 0.06 0.09
P -1.95870 1.15632 -0.42258 -0.20 0.07 -0.40
O -2.46344 2.16619 -1.34710 0.11 -0.14 0.18
H -2.25188 -2.59931 0.91960 0.03 -0.08 -0.09
H -2.69735 -4.00243 -0.03633 0.07 0.04 0.05
H -1.02850 -3.84575 0.57130 -0.02 0.03 -0.09
H 1.29251 -2.96406 -0.23659 -0.11 0.03 -0.03
H 0.17115 -1.72059 0.31738 0.06 0.04 -0.07
H 1.01170 -0.61646 -2.06533 0.01 -0.07 0.05
H 2.44399 -1.52548 -1.65107 -0.09 0.09 0.00
H 3.06493 0.19491 -0.23306 -0.12 -0.07 -0.01
H 1.71932 -0.24445 0.78448 0.05 0.06 -0.06
H 2.13566 2.15695 -0.79131 -0.17 0.03 0.01
H 0.69766 1.38655 -1.44493 0.11 -0.01 0.02
H 2.47120 4.33160 1.41079 0.06 0.09 0.03
H -2.10042 2.54075 2.30994 0.09 -0.02 -0.03
H -2.82747 0.58983 0.51515 -0.04 -0.02 0.01
H -1.18510 0.10559 -0.92706 -0.03 0.02 0.04
```
Forces are in eV/Å.

Properties
Electronic energy, Ha: -1443.1047
Highest occupied orbital energy, Ha: -0.4980
SMILES: CC(=O)OCCCCc1n(S)nc[n+]1[PH2]=O
Total charge: +1


2.
Below is C8H15N3O5 in the gas phase, with properties calculated with wB97M-V/def2-TZVPD.

XYZ file:
```
31
Properties=species:S:1:pos:R:3:forces:R:3
N 5.52673 -0.29460 -0.47046 1.33 -0.46 -1.86
C 4.38991 -0.22525 0.24253 -0.72 1.43 -2.27
O 4.34193 -0.67711 1.32995 -0.62 -0.99 3.31
C 3.18397 0.49238 -0.41436 0.12 1.41 -3.59
C 1.85081 -0.11850 0.05897 1.09 1.08 -0.35
C 0.66292 0.79213 -0.26393 0.52 0.30 -0.91
N 0.41255 2.00366 0.54841 1.64 -0.60 1.08
C -0.58841 -0.09753 -0.43652 1.64 1.53 -1.91
O -0.55481 -1.03346 -1.22933 -0.35 -0.24 0.99
N -1.65718 0.42704 0.14668 -0.86 -1.26 0.37
C -2.93190 -0.18093 -0.01957 0.09 0.72 -0.86
C -2.95090 -1.56914 0.58471 0.66 0.95 3.07
O -4.11433 -2.19261 0.12038 -0.52 0.26 -0.46
C -4.02466 0.92766 0.13373 0.19 3.57 -2.33
O -3.82425 2.17221 0.04083 -0.11 -4.70 1.08
O -5.23806 0.41430 -0.12564 1.29 -2.34 2.14
H 5.39096 -0.24529 -1.52711 1.00 -0.23 2.25
H 6.30720 -0.80883 0.04816 -1.52 0.92 -1.67
H 3.29030 1.74235 -0.37047 -0.23 -3.51 0.09
H 3.13725 0.17788 -1.67619 0.67 1.37 3.45
H 1.80599 -0.99462 -0.59166 -0.64 -0.27 0.74
H 1.97684 -0.34838 1.10825 -0.39 -0.34 0.34
H 0.94802 1.22755 -1.22947 -0.67 -0.55 -0.40
H 0.67239 1.65683 1.49781 -0.35 1.18 -0.52
H 1.08775 2.77890 0.28579 -1.08 -1.46 0.54
H -1.63552 1.39413 0.35956 0.21 1.06 0.49
H -3.07349 -0.52143 -1.05772 0.06 0.82 -0.41
H -2.95971 -1.47084 1.76779 0.24 -0.50 -2.22
H -2.02662 -2.04898 0.18919 -0.68 0.09 0.61
H -4.37864 -2.81771 0.77584 -0.42 -0.84 0.48
H -5.02701 -0.56182 0.17381 -1.62 1.58 -1.26
```
Forces are in eV/Å.

Properties
Electronic energy, Ha: -854.2724
Highest occupied orbital energy, Ha: -0.3557
SMILES: NC(=O)CC[C@H](N)C(=O)N[C@@H](CO)C(=O)O
Total charge: 0


3.
Below is C8H15N3O5 in the gas phase, with properties calculated with wB97M-V/def2-TZVPD.

XYZ file:
```
31
Properties=species:S:1:pos:R:3:forces:R:3
C 3.48993 0.45109 1.49557 0.13 0.44 -0.44
C 2.64426 0.16106 0.26533 0.77 0.20 -0.18
O 3.53904 -0.63664 -0.48543 1.08 0.51 -0.12
C 1.28024 -0.49820 0.58579 0.65 -0.66 2.60
N 1.64699 -1.84405 1.05465 -0.70 -1.28 1.91
C 0.59832 -0.82706 -0.69328 2.09 2.46 1.40
O 1.32960 -1.50937 -1.34510 -0.36 -2.60 -3.14
N -0.49983 -0.28497 -1.17992 -1.18 0.56 -0.69
C -1.28527 0.84064 -0.76475 -1.58 -0.77 1.86
C -2.28240 0.51315 0.39720 -0.09 0.14 -0.03
C -3.11535 -0.70106 0.25215 -1.82 -5.53 -2.52
N -4.12879 -0.93768 1.22174 0.43 0.85 -0.87
O -3.07279 -1.64722 -0.65124 0.57 4.79 2.92
C -0.54242 2.14977 -0.32482 -0.04 -1.90 -0.27
O -0.97787 2.84957 0.53136 0.01 0.44 -0.04
O 0.70229 2.25058 -0.80109 -0.14 1.39 0.41
H 4.53403 0.79790 1.19875 -1.43 -0.81 0.42
H 3.05630 1.19236 2.13367 -0.34 0.65 0.47
H 3.42152 -0.50664 2.01073 0.81 0.09 0.28
H 2.42823 0.96540 -0.40386 0.10 1.06 0.18
H 3.18713 -1.47675 -0.70493 -0.66 -0.87 -0.63
H 0.76452 0.03060 1.48968 0.62 -0.64 -1.91
H 2.14681 -2.38639 0.34688 -0.39 0.56 0.40
H 0.80248 -2.41076 1.23691 0.58 0.51 0.07
H -0.97329 -0.99441 -1.69684 -0.77 0.05 -0.97
H -1.99539 0.94235 -1.57869 0.22 0.81 -0.42
H -2.98740 1.32419 0.49858 -0.32 0.48 -0.36
H -1.94221 0.49194 1.42440 1.03 -0.10 0.21
H -4.20217 -0.34980 2.04251 0.11 0.27 -0.31
H -5.02727 -1.06161 0.74809 0.50 -0.44 0.46
H 0.77201 1.91692 -1.68831 0.10 -0.67 -0.73
```
Forces are in eV/Å.

Properties
Electronic energy, Ha: -854.2547
Highest occupied orbital energy, Ha: -0.3372
SMILES: C[C@@H](O)[C@H](N)C(=O)N[C@@H](CC(N)=O)C(=O)O
Total charge: 0


4.
Below is a gas-phase ion, C8H15N4O2 (charge +1), with properties calculated with wB97M-V/def2-TZVPD.

XYZ file:
```
29
Properties=species:S:1:pos:R:3:forces:R:3
C 1.23166 -1.33780 -0.01023 1.52 -0.81 -0.49
C 1.32397 1.11122 -0.40110 0.46 0.24 0.50
C -0.81466 -0.98181 1.21828 -0.71 0.50 0.38
C -2.42505 -0.94972 1.36541 3.96 1.74 -2.27
C -3.07986 0.39076 -0.36380 0.74 -3.77 0.39
C -0.22732 -1.09892 -0.23310 -1.40 -1.03 0.07
C -0.54300 -0.03828 -1.24119 -1.29 -2.34 -0.46
C 3.22131 -0.04495 0.77495 0.40 0.46 -1.17
N 1.92144 -0.06109 -0.01215 0.92 -0.16 1.02
N 0.20179 1.12816 -1.11380 0.90 0.97 -0.17
N 1.83828 2.31342 -0.06441 0.92 0.54 0.26
N -0.66302 -0.61835 -2.54565 0.67 4.50 -1.37
O 1.82069 -2.40368 0.17696 -1.44 2.96 -0.32
O -2.83256 0.37546 0.93103 -0.09 -0.92 1.03
H -0.50416 -0.05037 1.81496 0.06 -1.25 -1.12
H -0.31115 -1.86972 1.64387 -0.95 0.36 0.70
H -2.81630 -1.62290 0.67036 -1.01 -1.50 -0.50
H -2.59812 -1.09489 2.36348 -1.11 -0.31 2.30
H -2.90588 1.26547 -0.79964 0.00 3.57 -1.91
H -3.50702 -0.50261 -0.86717 0.29 0.86 0.37
H -0.59362 -2.02822 -0.76789 0.08 0.73 1.25
H 3.22432 0.93056 1.37034 0.10 -2.27 0.24
H 3.35798 -1.10847 1.17631 -0.47 2.01 0.28
H 4.10020 0.07940 0.09472 -0.86 -0.07 0.14
H 0.00135 2.04002 -1.55421 -0.51 -1.00 0.37
H 2.52594 2.39031 0.71796 -0.96 0.18 -1.53
H 1.58531 3.16082 -0.62693 0.41 -1.26 1.19
H -0.22894 -1.46918 -2.78831 0.62 -1.43 0.40
H -0.19315 0.10211 -3.17747 -1.27 -1.46 0.45
```
Forces are in eV/Å.

Properties
Electronic energy, Ha: -682.9549
Highest occupied orbital energy (alpha / beta), Ha: -0.4053 / -0.3800
Total charge: +1


5.
Below is 2 unconnected molecules or ions with the total composition C8H15NO, with properties calculated with wB97M-V/def2-TZVPD.

XYZ file:
```
25
Properties=species:S:1:pos:R:3:forces:R:3
H -0.65546 -3.02609 0.79286 -0.02 0.06 -0.16
N -0.82902 -2.03599 0.92047 0.01 -0.39 0.48
C -0.91048 -1.35118 -0.15733 -0.17 0.06 -0.16
C -1.15701 0.06135 -0.13718 -0.05 0.12 -0.02
C -1.22385 0.80509 -1.43965 -0.04 0.12 0.24
C -1.33474 0.70772 1.04966 0.02 -0.06 -0.06
C -1.61259 2.17656 1.13594 0.09 -0.20 0.13
O -1.27195 0.08826 2.22129 -0.03 0.20 0.03
H -0.81238 -1.79687 -1.15143 0.03 -0.11 0.11
H -0.48381 1.60598 -1.47013 0.03 0.07 -0.15
H -1.03051 0.13108 -2.26964 0.02 -0.02 -0.12
H -2.20683 1.25428 -1.58545 -0.03 0.07 -0.15
H -0.80734 2.74563 0.67036 0.01 0.04 -0.03
H -1.69867 2.46216 2.18083 -0.02 0.05 0.01
H -2.53743 2.41998 0.61606 -0.06 0.06 -0.05
H -1.09005 -0.88469 2.02575 0.03 -0.11 -0.03
C 2.02671 -1.52971 -1.38091 0.16 -0.14 0.01
C 2.22359 -1.09145 -0.15117 0.18 0.17 0.08
C 2.27415 0.34810 0.23969 -0.09 -0.13 0.09
H 2.01129 -2.57923 -1.61923 -0.01 -0.25 0.01
H 1.89309 -0.85088 -2.20323 -0.07 0.28 -0.25
H 2.36782 -1.79327 0.66119 -0.03 -0.16 0.01
H 1.51889 0.55039 1.00295 0.03 0.07 0.02
H 2.09782 0.99555 -0.61369 -0.04 0.11 -0.12
H 3.24874 0.58721 0.66199 0.07 0.08 0.09
```
Forces are in eV/Å.

Properties
Electronic energy, Ha: -443.7792
Highest occupied orbital energy, Ha: -0.3018
SMILES: [H]/N=C/C(C)=C(/C)O.C=CC
Total charge: 0


6.
Below is C8H15NO2S in the gas phase, with properties calculated with wB97M-V/def2-TZVPD.

XYZ file:
```
27
Properties=species:S:1:pos:R:3:forces:R:3
C -0.58885 -2.47711 -0.45132 0.29 -2.12 2.06
C -0.53040 -1.37598 -1.08520 0.74 6.00 -1.37
C -0.46616 0.37425 -0.37367 1.92 -4.86 -1.65
C -0.58425 0.25194 1.11312 0.27 -2.99 0.92
C -0.53830 1.52181 1.87848 -0.90 0.97 -0.75
N 0.89228 0.67067 -0.86463 -0.94 3.13 -1.14
C 2.01941 0.11704 -0.38338 0.49 1.07 -0.79
O 2.11689 -0.79951 0.38401 0.55 -0.19 0.03
O 3.07962 0.82578 -0.97028 -1.85 -1.16 0.93
C 4.32310 0.22360 -0.73610 2.43 4.05 -0.49
S -1.63646 1.32587 -1.30513 0.40 -0.02 -0.06
C -3.14106 0.56378 -0.76805 -1.06 -2.71 2.01
H -0.62063 -3.45862 -0.83696 0.17 -0.82 -1.34
H -0.41676 -2.60515 0.60196 -0.67 0.76 0.76
H -0.22322 -1.16872 -2.14839 -1.12 -0.63 0.89
H 0.24807 -0.37892 1.51378 -0.38 0.35 -0.91
H -1.45392 -0.49125 1.30622 0.80 1.78 -0.04
H 0.31283 2.17236 1.63101 -0.47 -0.09 -0.49
H -1.51286 1.96377 1.71896 0.02 1.11 -0.08
H -0.45765 1.41174 2.91645 0.09 -0.69 1.63
H 1.06194 1.54077 -1.47928 -0.50 -2.04 1.48
H 4.46059 -0.60874 -1.43580 0.40 -0.10 0.92
H 4.58776 0.25673 0.33509 -0.46 -1.48 -0.38
H 4.99593 1.16622 -1.01446 -0.72 -2.32 -0.21
H -3.19790 -0.63367 -0.62906 0.74 2.51 -1.18
H -3.87061 0.87502 -1.52287 -0.20 -0.07 0.62
H -3.39312 0.80336 0.30992 -0.04 0.58 -1.40
```
Forces are in eV/Å.

Properties
Electronic energy, Ha: -917.1327
Highest occupied orbital energy, Ha: -0.3134
SMILES: C=C[C@@](CC)(NC(=O)OC)SC
Total charge: 0


7.
Below is 2 unconnected molecules or ions with the total composition C8H15NO3, with properties calculated with wB97M-V/def2-TZVPD.

XYZ file:
```
27
Properties=species:S:1:pos:R:3:forces:R:3
C 1.87333 -0.96946 -1.35184 -0.12 0.23 -0.49
C 2.33881 -0.37870 -0.05926 0.44 0.54 -0.18
O 2.61341 -1.38959 0.87282 -0.25 -0.82 0.39
C 1.48164 0.81429 0.42131 -1.30 -0.42 0.85
C 2.53822 1.79095 -0.08280 0.08 0.43 -0.75
C 3.50263 0.59652 -0.18339 0.59 0.73 -0.67
H 1.64291 -0.16112 -2.06716 0.08 -0.46 0.10
H 2.64506 -1.63002 -1.76409 -0.07 0.13 -0.13
H 0.98388 -1.56434 -1.16430 -0.22 -0.06 -0.14
H 3.10056 -2.09037 0.40580 -0.24 0.31 0.32
H 0.47120 0.86829 -0.03694 0.51 0.06 0.37
H 1.38173 0.83874 1.51832 -0.03 -0.14 -0.39
H 2.85998 2.62168 0.56042 -0.32 -0.26 -0.20
H 2.26764 2.17750 -1.08925 0.26 -0.07 0.62
H 4.07304 0.49168 0.74157 0.37 0.10 -0.36
H 4.08871 0.59227 -1.11959 0.18 -0.32 0.62
O -1.93095 0.24860 1.93109 -0.11 0.30 -0.85
C -2.09843 -0.14197 0.80737 -0.25 0.16 1.74
C -2.08630 -1.51713 0.17362 1.60 -0.37 -0.31
C -2.86874 -0.86210 -0.95800 -0.77 -0.46 -0.53
N -2.47560 0.43042 -0.40869 -0.09 0.21 -0.52
O -3.34375 1.50572 -0.58798 0.52 0.35 -0.09
H -1.01009 -1.72628 -0.08292 -1.14 -0.21 0.13
H -2.54376 -2.33991 0.72082 0.10 0.23 0.02
H -2.54547 -1.06301 -1.98649 -0.19 0.17 0.23
H -3.96457 -0.98610 -0.82286 0.58 -0.13 -0.31
H -2.91824 2.04572 -1.28201 -0.22 -0.23 0.53
```
Forces are in eV/Å.

Properties
Electronic energy, Ha: -594.1923
Highest occupied orbital energy, Ha: -0.3606
SMILES: CC1(O)CCC1.O=C1CCN1O
Total charge: 0


8.
Below is 2 unconnected molecules or ions with the total composition C8H15NOPS2, with properties calculated with wB97M-V/def2-TZVPD.

XYZ file:
```
28
Properties=species:S:1:pos:R:3:forces:R:3
C 2.51648 -2.77256 -1.00437 0.30 1.12 1.53
C 1.71873 -1.60526 -1.17809 -0.49 1.56 0.33
C 3.39835 -2.64710 0.04060 -2.32 2.33 -1.50
C 2.12838 -0.70359 -0.21790 -0.67 1.81 -0.99
C 3.17668 -1.24923 0.62764 2.15 -0.75 2.79
C -3.38641 0.66652 -1.17037 -0.48 1.04 -1.67
C -2.21838 1.49870 0.90125 -0.38 1.19 -0.16
C -1.63620 0.15800 1.15520 -1.84 -2.43 -0.64
N -2.55430 1.67232 -0.55341 1.56 -0.34 2.71
O -0.32223 0.16671 1.54167 2.20 1.17 3.23
P 1.84291 1.02772 -0.20132 -0.90 0.76 1.45
S 2.42584 2.27514 1.19316 -0.46 -1.56 -1.96
S 0.53303 1.52428 -1.73328 1.01 -2.83 -0.14
H 2.32819 -3.56728 -1.61659 0.05 -2.29 -1.29
H 0.89255 -1.38916 -1.90948 1.16 -0.57 0.67
H 4.07907 -3.38861 0.30134 1.09 -0.91 0.82
H 2.85606 -1.31677 1.77935 0.57 0.08 -2.39
H 4.12857 -0.58562 0.65566 -1.38 -1.19 -0.10
H -4.20868 1.11184 -1.89412 2.09 -0.91 1.17
H -2.60497 0.03845 -1.62942 -1.28 -0.40 -0.74
H -3.93245 0.08370 -0.46225 -0.44 -0.46 0.67
H -1.52131 2.31417 1.29111 -0.77 -0.88 -0.89
H -3.05950 1.49288 1.59325 -0.79 0.78 -0.35
H -2.30210 -0.41607 1.95402 1.35 0.77 -1.82
H -1.65573 -0.34002 0.12380 0.03 -0.07 1.77
H -2.73207 2.61482 -0.67074 -1.12 1.88 -0.78
H -0.26487 0.60139 2.48286 -0.04 -1.21 -2.65
H 0.37438 2.73463 -1.39957 -0.19 2.33 0.91
```
Forces are in eV/Å.

Properties
Electronic energy, Ha: -1581.1929
Highest occupied orbital energy, Ha: -0.4248
Total charge: +1